A cluster of 18 separate species, C72H198N18O18 in total at a distorted geometry. Source: the Open Molecules 2025 dataset; level of theory: ωB97M-V/def2-TZVPD.

The geometry in XYZ format:
```
306
Properties=species:S:1:pos:R:3:forces:R:3:lowdin_charge:R:1
C 11.29234 20.15266 15.24778 0.21 -1.97 0.07 -0.03
C 11.49564 19.31056 13.95487 -0.91 1.36 1.18 -0.44
C 11.04789 17.90955 14.15846 -0.75 0.18 -0.07 -0.23
O 11.88812 17.32297 15.14326 -0.51 0.22 -0.63 -0.18
C 11.38461 16.05357 15.40208 -0.86 -1.09 -0.53 -0.13
N 10.65025 19.90232 12.93514 -0.26 -0.92 -0.35 0.05
H 11.50316 21.15044 14.97106 0.25 1.31 0.16 0.05
H 11.86482 19.82194 16.13032 0.28 0.24 -0.64 0.06
H 10.26740 20.04794 15.59200 -0.39 0.21 -0.30 0.09
H 12.50768 19.35608 13.61914 1.21 -0.19 0.17 0.11
H 11.06431 17.31848 13.22092 0.24 0.16 0.28 0.11
H 9.94617 17.99488 14.41144 1.04 -0.46 0.34 0.15
H 11.01841 15.58912 14.44429 -0.06 0.29 0.76 0.09
H 10.56919 16.10494 16.14456 0.15 -0.23 -0.29 0.11
H 12.15674 15.38398 15.72828 0.58 -0.13 0.59 0.06
H 11.03454 19.57240 12.06096 -0.30 0.41 -0.57 0.06
H 10.68256 20.90082 12.96183 0.14 0.53 -0.15 0.06
C 20.15784 14.60896 15.10289 1.18 -1.05 -1.19 -0.05
C 20.30272 14.72040 16.61486 -2.05 0.30 -0.94 -0.49
C 19.27718 13.91920 17.36793 -1.14 -0.38 -0.49 -0.18
O 17.90074 14.30918 17.06350 1.90 -0.20 1.19 -0.19
C 17.07418 13.35023 17.67598 0.16 -1.22 -0.39 -0.13
N 21.58122 14.33901 17.06456 1.56 -0.09 -0.76 0.08
H 20.42228 13.56005 14.83085 -0.89 0.26 -0.06 0.09
H 21.01430 15.09696 14.62234 -0.10 0.50 0.25 0.07
H 19.24863 14.98418 14.56762 0.51 -0.59 1.02 0.08
H 20.12050 15.75344 16.77139 0.01 1.34 0.85 0.11
H 19.53572 13.89459 18.44677 -0.59 0.42 -0.27 0.11
H 19.36469 12.87471 17.05046 0.15 -0.22 -0.14 0.13
H 17.07168 12.40607 17.05320 0.20 0.60 0.88 0.11
H 16.09283 13.72609 17.59956 -1.37 0.38 0.08 0.04
H 17.29393 13.15036 18.75848 0.07 0.18 -0.89 0.10
H 21.68412 14.48702 18.05113 0.01 -0.30 0.53 0.05
H 21.75052 13.37397 16.79926 0.26 0.06 0.33 0.10
C 18.73726 25.34436 18.96172 -0.11 1.26 0.13 -0.05
C 17.66207 24.77904 18.05290 -1.43 -1.25 0.49 -0.41
C 18.03107 23.40539 17.63726 0.55 -1.31 -1.10 -0.24
O 17.13583 22.93050 16.62608 0.30 -1.24 -0.14 -0.18
C 17.53308 21.59592 16.20312 0.68 0.65 -0.30 -0.09
N 16.36853 24.68932 18.80163 1.31 0.16 0.50 0.07
H 18.30351 26.10681 19.62638 0.10 -0.10 -0.22 0.08
H 19.53638 25.84363 18.39830 -0.20 -0.18 -0.04 0.08
H 19.20952 24.63267 19.61647 -0.01 -0.63 0.18 0.07
H 17.58939 25.34674 17.12709 -0.15 0.38 -0.06 0.14
H 18.07179 22.65530 18.44656 -0.11 0.49 0.16 0.12
H 19.03549 23.44721 17.19999 0.22 -0.10 -0.04 0.12
H 17.32481 20.81132 16.91681 -0.23 0.00 0.79 0.07
H 18.62874 21.54695 15.99564 -0.60 0.25 0.05 0.09
H 17.01210 21.27296 15.29979 -0.09 0.54 0.05 0.06
H 16.21201 25.61880 19.10946 -0.93 0.67 0.48 0.05
H 15.51733 24.23477 18.48110 0.72 0.27 -0.74 0.05
C 17.01767 16.18071 10.14320 0.93 0.44 -1.35 -0.07
C 16.44198 15.47624 11.33093 -1.61 -0.77 0.58 -0.41
C 15.63668 16.43245 12.23642 0.41 0.81 -1.19 -0.19
O 14.60984 17.09185 11.49755 -0.46 0.01 0.35 -0.20
C 13.32186 16.45098 11.59795 1.27 0.94 -0.95 -0.07
N 15.69131 14.25663 10.87033 0.56 0.93 -0.78 0.05
H 17.70696 15.47994 9.65143 -0.01 0.16 0.08 0.08
H 17.62969 17.06884 10.43185 -0.62 -0.55 -0.17 0.07
H 16.30667 16.46853 9.32381 0.23 -0.08 1.09 0.09
H 17.25800 15.10828 11.94497 0.35 -0.08 0.17 0.12
H 16.30854 17.24091 12.54912 0.16 -0.06 0.01 0.12
H 15.23534 16.00427 13.13791 -0.13 -0.54 0.19 0.07
H 13.09971 16.27172 12.64358 -0.38 -0.12 0.16 0.07
H 13.40198 15.52779 11.02236 -0.60 -0.07 0.22 0.06
H 12.64435 17.17905 11.11512 -0.05 -0.56 0.39 0.09
H 15.06007 13.91644 11.57417 -0.26 0.08 0.38 0.01
H 15.16022 14.45551 10.01099 0.34 -0.03 0.66 0.07
C 23.18236 21.17714 19.14232 -0.71 -1.40 0.42 -0.05
C 22.57436 20.46789 20.37267 -0.03 1.68 0.77 -0.44
C 21.04192 20.39987 20.14269 0.70 -1.07 1.86 -0.20
O 20.73253 19.48329 19.09189 -0.39 0.95 0.65 -0.20
C 19.34765 19.30136 19.12626 -1.17 -0.26 0.17 -0.14
N 23.26744 19.22112 20.70278 -0.18 2.03 -0.62 0.06
H 24.25865 21.06993 19.20854 0.21 -0.18 -0.48 0.07
H 22.96387 22.24572 19.13770 -0.32 -0.17 -0.24 0.07
H 22.68268 20.59632 18.31364 1.08 1.06 0.12 0.08
H 22.70237 21.12872 21.28346 -0.22 -0.45 -0.86 0.14
H 20.63073 21.40524 19.97760 0.03 -0.12 -0.31 0.12
H 20.57715 20.02767 21.12585 0.35 0.29 -1.24 0.14
H 19.02992 18.58990 18.40541 0.18 -0.97 -0.83 0.05
H 18.73235 20.17448 18.85898 0.53 0.33 0.35 0.07
H 18.99668 18.88915 20.08963 0.23 0.34 -0.06 0.08
H 23.42446 18.69845 19.85568 -0.37 -0.97 0.25 0.04
H 22.76517 18.82859 21.47221 -0.02 -1.16 -0.04 0.06
C 25.48616 26.09762 17.90036 0.31 1.72 0.08 -0.06
C 24.16790 26.85645 17.77155 0.78 -0.11 -1.03 -0.48
C 23.32289 26.21248 16.65969 -0.85 -0.44 -0.62 -0.19
O 23.31434 24.75946 16.73901 -0.15 1.16 -0.73 -0.21
C 22.86626 24.22024 15.49341 -0.96 -0.65 1.17 -0.10
N 23.55869 26.95486 19.04125 -1.35 1.44 0.70 0.04
H 25.34490 25.07105 18.13401 -0.11 -0.83 0.38 0.06
H 26.16545 26.61698 18.62364 -0.62 -0.57 -0.58 0.10
H 25.89250 26.17176 16.91032 0.82 -0.29 -0.48 0.07
H 24.43652 27.88120 17.43172 -0.35 -0.46 0.07 0.14
H 23.74666 26.50175 15.66858 -0.22 -0.12 0.51 0.12
H 22.23022 26.53498 16.67216 1.20 0.00 0.10 0.13
H 21.77688 24.41385 15.28004 0.89 0.15 0.25 0.09
H 22.97475 23.14254 15.59609 -0.03 -0.08 -0.06 0.06
H 23.47484 24.54004 14.67070 0.36 0.42 -0.53 0.08
H 22.64452 27.41404 18.95366 0.43 -0.15 0.21 0.08
H 23.37806 26.05117 19.39519 -0.20 -1.19 0.59 0.06
C 16.48111 16.26657 19.62697 1.15 -1.36 -0.36 -0.02
C 16.73624 15.97387 21.12045 -0.84 0.22 -0.39 -0.42
C 17.31715 14.61929 21.43348 0.19 -1.36 1.21 -0.18
O 16.29173 13.66627 21.15529 0.05 -0.01 -0.14 -0.23
C 16.45538 12.39016 21.73226 -0.69 0.09 0.80 -0.11
N 17.49920 16.99117 21.81348 0.98 0.07 -0.46 0.07
H 15.72355 15.57994 19.17586 0.71 0.25 0.64 0.07
H 17.43866 16.11268 19.07082 -0.80 0.42 0.08 0.07
H 16.06426 17.24103 19.46068 0.08 0.77 0.10 0.05
H 15.72782 15.81948 21.47644 -0.71 0.44 0.78 0.11
H 17.46242 14.54675 22.56239 0.32 0.34 -1.14 0.14
H 18.26383 14.33119 20.92257 -0.37 0.41 0.18 0.13
H 17.13867 11.76998 21.17836 0.57 -0.25 -0.33 0.07
H 15.46196 11.91119 21.68294 0.42 0.14 0.11 0.09
H 16.78572 12.40733 22.81062 -0.27 0.25 -0.90 0.10
H 17.55144 16.93270 22.81204 -0.15 -0.65 0.29 0.06
H 17.30562 17.95463 21.62880 -0.62 0.29 -0.60 0.05
C 12.72210 23.94266 20.14627 0.02 1.57 -0.62 -0.04
C 12.30332 23.99119 18.67006 0.64 1.54 -0.93 -0.43
C 11.61526 22.74957 18.23413 -0.08 -1.59 0.68 -0.22
O 12.51978 21.63723 18.17820 -0.14 -0.07 -0.14 -0.22
C 13.62176 21.81454 17.27269 -1.66 -1.02 -1.12 -0.08
N 11.40116 25.15351 18.47682 0.93 0.31 -0.90 0.03
H 12.60380 24.93530 20.62690 0.03 -0.55 -0.37 0.09
H 13.70786 23.61400 20.33273 1.50 -0.17 -0.24 0.03
H 12.17736 23.22342 20.67763 -1.40 -0.95 0.78 0.06
H 13.18635 24.11691 17.94079 -1.13 0.23 1.30 0.14
H 11.10282 22.90600 17.28783 0.07 -0.08 -0.44 0.12
H 10.84028 22.46237 18.98478 0.43 0.13 -0.50 0.14
H 14.36813 22.43204 17.74781 0.55 0.07 -0.30 0.05
H 13.20238 22.24813 16.30473 0.85 -0.13 1.05 0.10
H 13.98524 20.78344 16.99636 -0.23 1.30 0.64 0.07
H 11.13553 25.33978 17.49536 0.32 -0.44 0.82 0.08
H 10.56836 25.02714 19.00688 -0.74 -0.07 0.42 0.06
C 12.20089 18.70111 21.00838 1.18 -0.98 -0.14 -0.04
C 12.40454 18.04675 19.64643 -0.07 -1.08 -0.06 -0.48
C 12.36772 16.54575 19.75155 -0.44 -0.27 1.82 -0.25
O 12.96510 15.96382 18.64829 1.23 -1.30 -0.39 -0.21
C 13.29446 14.56296 18.85501 -1.79 1.40 -0.39 -0.07
N 11.34298 18.47847 18.78837 -0.16 0.28 -1.74 0.06
H 13.11620 18.41786 21.57904 -0.63 0.74 0.02 0.07
H 11.34162 18.21797 21.49569 0.03 0.57 -0.10 0.09
H 12.10578 19.78834 20.86392 -0.04 -0.37 0.47 0.08
H 13.41059 18.20810 19.23519 0.13 0.61 0.14 0.13
H 11.34478 16.15560 19.77477 -0.29 0.31 0.44 0.13
H 12.84653 16.31056 20.74890 0.03 -0.39 -0.97 0.14
H 13.76048 14.27835 17.92951 0.29 -0.62 -0.15 0.06
H 12.39354 13.97183 19.09375 -0.06 0.15 -0.59 0.09
H 13.87526 14.44490 19.73091 1.30 -0.02 0.76 0.06
H 11.42095 19.48371 18.86551 -0.48 0.37 -0.90 0.04
H 11.48409 18.18183 17.78162 -0.09 0.60 1.55 0.09
C 10.17356 10.86936 14.76695 1.54 -1.23 -2.44 -0.06
C 9.77408 12.25483 14.32384 -0.18 0.96 1.18 -0.45
C 10.12334 12.64817 12.89840 0.18 -0.03 -0.63 -0.18
O 11.52689 12.54390 12.61200 -0.87 0.69 0.81 -0.21
C 11.86937 13.15237 11.36930 0.29 -1.73 0.38 -0.09
N 8.36935 12.61852 14.65645 0.40 -0.06 -0.55 0.03
H 11.29377 10.71314 14.60802 -1.43 0.32 0.43 0.07
H 9.73193 10.08473 14.09535 -0.06 0.49 0.87 0.10
H 9.93404 10.74639 15.80180 -0.22 -0.39 0.56 0.07
H 10.33315 12.88076 15.02506 0.24 0.51 -0.31 0.12
H 9.78058 13.67639 12.63159 0.03 -0.62 0.50 0.13
H 9.62430 11.93837 12.23781 -0.41 -0.04 -0.32 0.12
H 12.92981 13.36705 11.49963 -0.10 0.18 -0.56 0.05
H 11.28668 14.02154 11.12245 -0.22 0.67 0.21 0.08
H 11.67479 12.39843 10.59090 0.33 0.30 -0.16 0.10
H 7.65143 12.09626 14.15210 0.44 -0.06 0.18 0.07
H 8.24709 12.47491 15.65256 -0.23 -0.02 -0.17 0.07
C 15.84310 12.39568 13.94085 3.22 -0.98 0.49 -0.05
C 14.43000 12.54579 13.77597 -2.23 -1.62 1.82 -0.49
C 13.67314 11.85904 14.89762 -0.37 -0.66 1.68 -0.16
O 14.27386 12.04364 16.20606 0.33 -0.12 -1.55 -0.20
C 13.58170 11.40280 17.22994 0.31 1.20 1.18 -0.13
N 14.04111 13.88919 13.73287 0.68 2.43 -0.84 0.08
H 16.25451 12.72824 14.88805 -0.45 0.06 0.51 0.07
H 16.32265 13.04800 13.25831 0.83 0.31 -1.19 0.06
H 16.21088 11.35334 13.81682 -0.32 0.65 -0.16 0.12
H 14.10229 12.00029 12.91413 -0.22 -0.15 -1.01 0.13
H 13.42269 10.79422 14.78900 0.68 -0.14 -0.33 0.12
H 12.71214 12.32504 14.91270 -0.93 0.42 0.14 0.08
H 12.71776 12.02466 17.53874 0.35 -0.09 0.29 0.08
H 14.33541 11.27995 18.05379 -1.01 0.04 -0.46 0.11
H 13.13556 10.46641 16.97564 0.08 -1.05 -0.49 0.07
H 14.60319 14.52853 14.29607 -0.22 -0.38 0.18 0.06
H 13.07333 14.07015 13.89433 -0.55 -0.14 0.10 0.06
C 15.01629 18.52561 16.55592 -2.05 0.22 0.10 -0.04
C 15.45597 17.47224 15.58237 0.49 -0.78 1.28 -0.40
C 16.94115 17.34177 15.58965 1.27 0.45 0.46 -0.22
O 17.53816 18.45394 14.96288 -0.82 0.30 0.24 -0.17
C 18.86036 18.56387 15.32660 1.87 0.78 -0.82 -0.14
N 14.97317 16.13762 15.98710 -1.15 -0.03 0.32 0.10
H 15.22830 19.56528 16.28871 0.36 -0.36 -0.14 0.05
H 15.41047 18.28762 17.54086 0.15 0.14 0.17 0.07
H 13.89187 18.43210 16.62859 0.96 0.29 0.04 0.08
H 15.15908 17.67498 14.57741 -0.48 0.29 -0.71 0.11
H 17.25722 16.47500 15.05922 0.13 -1.18 -0.57 0.11
H 17.41500 17.23804 16.60651 -0.89 0.04 -0.40 0.13
H 19.06858 18.59497 16.39261 -0.41 -0.39 0.46 0.06
H 19.19251 19.55933 15.00432 0.23 -0.33 -0.33 0.06
H 19.52161 17.77544 14.88047 -0.50 0.45 0.19 0.10
H 15.61502 15.76300 16.66722 0.57 -0.27 0.12 0.04
H 14.10919 16.20673 16.55631 0.41 0.25 -0.70 0.06
C 21.79906 13.31476 22.10030 0.59 -0.36 0.63 -0.06
C 22.80812 13.97006 21.14666 -0.32 -1.33 0.16 -0.44
C 22.27106 15.25450 20.62476 1.82 0.82 -0.59 -0.27
O 21.01333 15.05206 20.10146 -0.78 -0.15 -0.34 -0.20
C 20.30506 16.25211 19.82918 -0.48 -1.78 0.41 -0.07
N 24.16379 14.16675 21.68764 -0.65 0.61 1.16 0.05
H 21.47927 13.98848 22.91243 -0.04 -0.09 -0.36 0.09
H 22.27864 12.45158 22.57776 0.03 0.11 0.01 0.07
H 20.94630 12.90169 21.56807 -0.22 0.35 -0.02 0.07
H 22.84515 13.26841 20.28593 0.43 0.33 0.31 0.15
H 22.96320 15.66078 19.86472 -0.13 -0.20 -0.11 0.12
H 22.37004 15.99857 21.40248 -0.71 0.46 0.73 0.12
H 20.91330 16.97311 19.38040 0.97 1.15 -0.80 0.05
H 19.88898 16.60727 20.73683 -0.43 0.68 0.98 0.07
H 19.48257 15.94891 19.20372 -0.29 0.18 -0.45 0.06
H 24.22502 14.19747 22.73191 -0.50 0.06 -1.32 0.09
H 24.72049 13.39755 21.41821 0.79 -0.81 -0.31 0.04
C 23.19402 20.78868 7.03065 -0.17 -0.53 0.05 -0.05
C 22.32183 20.60194 8.25439 -1.58 -0.72 0.14 -0.45
C 23.09872 20.71125 9.53034 -0.62 0.56 0.30 -0.26
O 24.11584 19.78059 9.65079 0.32 -0.02 0.55 -0.17
C 23.63443 18.46315 9.73289 1.33 0.21 0.63 -0.10
N 21.29769 21.66646 8.32380 0.83 0.60 -1.89 0.04
H 24.10270 20.18947 7.02392 -0.02 -0.01 0.24 0.08
H 23.44249 21.82204 7.05287 0.68 1.04 0.04 0.07
H 22.71745 20.66118 6.06711 -0.52 -0.38 -0.09 0.07
H 21.75842 19.64253 8.36043 0.66 0.14 -0.86 0.14
H 22.35639 20.76135 10.36816 0.57 -0.55 -0.20 0.13
H 23.57133 21.65529 9.51960 0.65 1.28 0.07 0.11
H 24.44551 17.91960 10.23302 -0.21 -0.33 -0.49 0.10
H 23.43044 18.12446 8.72895 -0.29 -0.71 -0.13 0.08
H 22.79809 18.42392 10.40910 -0.78 -0.19 0.07 0.08
H 20.94984 21.85460 7.36060 0.17 -0.21 1.14 0.09
H 20.55184 21.32281 8.87534 -1.05 -0.15 0.61 0.03
C 24.44938 16.94215 16.09821 0.03 2.58 0.01 -0.03
C 23.46804 18.12764 16.62171 0.46 -3.92 -1.95 -0.38
C 22.44614 18.54993 15.50473 -0.77 -2.55 0.67 -0.23
O 22.92453 19.16617 14.35518 0.16 0.36 -0.34 -0.18
C 23.52542 20.40531 14.70123 -0.31 -1.28 1.65 -0.10
N 22.80721 17.46496 17.72948 -1.47 1.65 0.73 0.04
H 25.22500 16.72712 16.84378 -0.55 -0.18 0.12 0.07
H 25.01375 17.34883 15.25930 -0.10 -0.27 -0.41 0.06
H 23.87780 16.06510 15.80329 -0.02 0.00 0.10 0.06
H 24.04596 18.93208 16.97962 0.66 1.07 0.45 0.09
H 21.67481 19.15384 16.01666 0.00 0.19 -0.23 0.11
H 21.92463 17.56739 15.15621 0.83 1.56 0.58 0.14
H 22.87034 20.86911 15.45301 -0.07 0.65 -0.54 0.07
H 23.74870 20.96135 13.82681 -0.02 0.62 -0.71 0.08
H 24.42209 20.18149 15.26991 0.62 0.25 -0.18 0.08
H 21.98169 18.04471 17.95799 0.43 -0.41 0.32 0.05
H 22.43449 16.56344 17.46695 0.15 -0.28 -0.37 0.03
C 16.40869 21.06044 20.42900 0.54 0.10 0.60 -0.05
C 15.63897 21.51492 21.67438 1.24 -0.15 0.43 -0.41
C 15.96540 20.60876 22.86996 1.78 -0.80 0.77 -0.18
O 15.48856 19.27282 22.64224 0.82 1.02 -0.80 -0.22
C 15.45477 18.37541 23.71974 -1.15 -0.69 -1.45 -0.12
N 16.02484 22.91603 21.95773 -0.06 -0.70 -0.66 0.05
H 17.51184 20.95861 20.54262 -0.69 0.20 0.45 0.08
H 16.26076 21.81386 19.66225 -0.24 -0.16 -0.46 0.05
H 16.02805 20.09448 20.15486 -0.17 -0.47 -0.57 0.07
H 14.59500 21.34274 21.45688 -0.66 0.34 -0.13 0.12
H 15.71413 20.92913 23.87938 -1.17 0.55 -0.05 0.11
H 17.07681 20.60042 23.03687 -0.38 -0.18 -0.73 0.13
H 15.24416 17.41741 23.22086 -0.51 0.17 0.39 0.08
H 14.65029 18.68866 24.35299 -0.45 -0.16 0.86 0.09
H 16.33551 18.13351 24.26727 1.24 0.73 0.53 0.07
H 15.23613 23.41014 22.35452 0.14 0.27 -0.12 0.06
H 16.31945 23.34208 21.05817 -0.51 0.04 0.95 0.05
C 14.60437 21.68745 9.14637 -0.50 1.57 -0.12 -0.07
C 14.03068 20.69171 10.11353 -0.47 0.13 1.03 -0.43
C 13.73490 21.41675 11.45078 0.55 0.45 -1.94 -0.19
O 14.97374 21.97854 11.90675 -0.69 -0.20 0.30 -0.20
C 15.23249 21.55363 13.23551 -0.60 0.49 -0.07 -0.09
N 12.82871 19.92903 9.65408 0.56 1.26 -0.19 0.06
H 15.55509 22.13516 9.52594 -0.92 -0.26 -0.18 0.09
H 13.84213 22.50623 8.95355 0.90 -0.65 0.26 0.10
H 14.80976 21.24838 8.19386 0.21 -0.45 -0.70 0.06
H 14.82139 20.01589 10.37659 0.36 -0.83 0.01 0.12
H 13.34806 20.70230 12.14459 -0.37 -0.36 0.56 0.07
H 12.99335 22.20750 11.21394 0.26 -0.16 0.53 0.13
H 16.05105 22.15405 13.62752 -0.16 0.19 0.10 0.07
H 15.54890 20.51644 13.25059 -0.02 -0.48 0.11 0.09
H 14.29110 21.67726 13.82527 0.87 -0.06 0.05 0.09
H 13.12247 18.99496 9.44357 0.07 -0.51 -0.12 0.05
H 12.50959 20.33657 8.76847 0.01 -0.23 0.45 0.07
C 19.08811 23.59448 13.63978 -0.34 0.03 -0.65 -0.04
C 19.30081 22.14436 13.17446 -0.79 -1.85 0.48 -0.43
C 19.31444 22.03317 11.63494 0.75 0.45 0.71 -0.19
O 19.63887 20.76027 11.10235 1.14 0.23 -0.09 -0.21
C 18.67889 19.75964 11.38562 -0.02 1.27 1.11 -0.07
N 20.43605 21.47997 13.86014 -0.02 0.46 -0.59 0.07
H 19.36370 23.79045 14.66341 0.01 -0.53 0.63 0.04
H 18.01551 23.95066 13.55348 1.35 -0.36 -0.35 0.10
H 19.81663 24.20859 13.08216 -0.64 0.19 -0.17 0.08
H 18.44974 21.49189 13.44827 -0.04 0.70 0.30 0.09
H 20.01056 22.81161 11.27404 -0.10 -0.67 -0.43 0.13
H 18.31923 22.25005 11.33426 -1.10 0.69 -0.57 0.11
H 18.46685 19.84296 12.47449 -0.57 -0.56 -0.76 0.08
H 19.08496 18.79959 11.18518 0.66 -0.78 -0.18 0.07
H 17.82672 19.89738 10.73096 -0.65 0.08 0.20 0.09
H 20.73668 20.63034 13.35558 -0.28 0.56 0.19 0.08
H 21.20248 22.13009 13.78029 0.63 0.02 0.15 0.05
```
Forces are in eV/Å.

The gap between HOMO and LUMO is 9.068 eV. As for the electronic energy: -141539.20400 eV. Its energy above the lowest of the compared OMol25 structures with the same formula, charge and spin is 3.556 eV.